# C25H34Cl2NO25PS

8 unconnected molecules or ions with the total composition C25H34Cl2NO25PS in a non-equilibrium geometry (ωB97M-V with the def2-TZVPD basis set, the OMol25 dataset).

The calculated total energy is -4568.638310 Ha. As for the energy relative to the best compared isomer or geometry (same formula, charge and spin): 85.1 kcal per mole. The SMILES is C[C@@H](Cl)[C@H](Cl)O[P@](=O)(O)ON=C=S.O=C1OCCO1.O=C1OCCO1.O=C1OCCO1.O=C1OCCO1.O=C1OCCO1.O=C1OCCO1.O=C1OCCO1. The charge is 0. For the largest force on an atom, the calculation gives 8.3 eV/Å. The HOMO-LUMO gap comes out at 8.168 eV.

Each line ends with the Löwdin charge.
Positions of all 89 atoms, in Å:
1 C 3.83273 2.49121 -0.71859  -0.138
2 C 3.26572 4.02867 -0.71639  -0.615
3 Cl 4.79164 5.14185 -0.80167  0.489
4 C 2.46037 4.26114 -2.12230  -0.664
5 Cl 2.72331 5.99799 -2.82524  0.514
6 O 1.05867 3.83329 -2.13710  -0.259
7 P 0.08265 4.55939 -0.91099  0.768
8 O 0.24961 6.11506 -0.71132  -0.329
9 O 0.19249 3.80314 0.67253  -0.176
10 O -1.60464 4.32100 -1.41560  -0.271
11 N -2.19769 3.39872 -0.62760  -0.094
12 C -1.96380 2.12456 -1.15092  -0.459
13 S -1.40187 0.48988 -1.23137  0.765
14 H 3.13771 1.87232 -1.46527  0.100
15 H 3.93764 1.99388 0.33549  0.088
16 H 4.90853 2.47432 -1.23605  0.089
17 H 2.70637 4.35849 0.25333  0.109
18 H 3.01234 3.56192 -2.91997  0.144
19 H 0.88958 3.08389 0.69007  0.057
20 O -1.73538 -2.90284 -1.39550  0.107
21 C -1.62830 -2.85961 -2.60973  -0.533
22 O -2.23368 -3.73017 -3.46944  0.054
23 C -2.04993 -3.21397 -4.77433  -0.140
24 C -0.83530 -2.35462 -4.63583  -0.141
25 O -0.88622 -1.93438 -3.28568  0.010
26 H -1.90710 -4.02382 -5.49502  0.135
27 H -2.93879 -2.63962 -5.05564  0.120
28 H 0.09268 -2.91312 -4.79772  0.130
29 H -0.85488 -1.49459 -5.31083  0.135
30 O 1.35111 0.35512 0.97640  0.100
31 C 1.49128 0.65257 2.15094  -0.512
32 O 1.43765 -0.23775 3.18434  0.068
33 C 1.86829 0.45108 4.34323  -0.132
34 C 1.59779 1.88292 4.01209  -0.118
35 O 1.72130 1.92000 2.60302  0.035
36 H 1.31259 0.11495 5.22292  0.132
37 H 2.93387 0.25155 4.49751  0.123
38 H 0.58339 2.19110 4.28650  0.141
39 H 2.31484 2.56142 4.48236  0.144
40 O 1.12529 -2.32906 5.80308  0.123
41 C 1.09598 -3.16085 4.91148  -0.509
42 O -0.04815 -3.67384 4.37178  0.075
43 C 0.33393 -4.42125 3.23233  -0.130
44 C 1.75906 -4.77181 3.51358  -0.127
45 O 2.20381 -3.70067 4.32413  0.024
46 H -0.29815 -5.30633 3.11946  0.134
47 H 0.22585 -3.79081 2.34354  0.144
48 H 1.85654 -5.70585 4.07693  0.139
49 H 2.35795 -4.84272 2.60146  0.141
50 O -0.07648 -6.92975 0.77439  0.126
51 C 0.03060 -6.88652 -0.43983  -0.506
52 O -0.57478 -7.75708 -1.29955  0.070
53 C -0.39103 -7.24088 -2.60444  -0.136
54 C 0.82360 -6.38153 -2.46594  -0.138
55 O 0.77269 -5.96129 -1.11579  0.062
56 H -0.24820 -8.05073 -3.32512  0.138
57 H -1.27989 -6.66653 -2.88575  0.134
58 H 1.75159 -6.94003 -2.62783  0.136
59 H 0.80402 -5.52150 -3.14094  0.131
60 O 6.63710 0.42580 6.17823  0.134
61 C 6.15085 -0.62543 5.79593  -0.511
62 O 5.09833 -0.71987 4.93178  0.041
63 C 4.98665 -2.08282 4.56730  -0.135
64 C 5.63786 -2.79749 5.70668  -0.133
65 O 6.58822 -1.86099 6.17773  0.066
66 H 3.93790 -2.36614 4.44286  0.111
67 H 5.51269 -2.23956 3.61978  0.140
68 H 4.93440 -3.02451 6.51470  0.140
69 H 6.12812 -3.72279 5.39183  0.138
70 O -3.39361 -0.23612 -5.03909  0.122
71 C -3.68485 0.94250 -4.92192  -0.495
72 O -3.39014 1.70542 -3.82896  0.030
73 C -3.68617 3.04628 -4.17162  -0.138
74 C -4.69016 2.90654 -5.26956  -0.130
75 O -4.34912 1.67004 -5.86695  0.068
76 H -4.08472 3.58781 -3.30933  0.118
77 H -2.76616 3.53699 -4.50610  0.141
78 H -5.71650 2.84604 -4.89239  0.138
79 H -4.62644 3.71983 -5.99768  0.141
80 O -6.22661 4.87488 -2.65761  0.119
81 C -6.08643 5.17233 -1.48307  -0.510
82 O -6.14006 4.28201 -0.44966  0.063
83 C -5.70943 4.97084 0.70922  -0.139
84 C -5.97992 6.40268 0.37808  -0.139
85 O -5.85642 6.43976 -1.03099  0.068
86 H -6.26513 4.63471 1.58891  0.138
87 H -4.64384 4.77131 0.86350  0.130
88 H -6.99433 6.71086 0.65250  0.136
89 H -5.26288 7.08118 0.84835  0.140